{
  "formula": "C5H2FN",
  "method": "the ωB97M-V functional and the def2-TZVPD basis",
  "species": ["C", "C", "C", "C", "F", "H", "C", "N", "H"],
  "coordinates": [[-1.830, -0.887, -2.164], [-1.205, -0.107, -1.521], [-0.345, 0.726, -0.833], [0.136, 1.395, 0.056], [0.773, 2.367, 0.565], [-2.178, -1.691, -2.698], [1.562, -0.622, 2.185], [0.477, -0.287, 2.083], [2.609, -0.894, 2.327]],
  "lowdin_charge": [0.125, -0.159, -0.039, -0.170, 0.143, 0.011, -0.055, 0.075, 0.071],
  "smiles": "C#CC#CF.C#N",
  "gap_ev": 10.09,
  "e_homo_ev": -9.32
}



{
  "formula": "C5H2N2O",
  "method": "the ωB97M-V functional and the def2-TZVPD basis",
  "species": ["N", "C", "C", "N", "C", "C", "C", "O", "H", "H"],
  "coordinates": [[-3.116, -0.027, -0.083], [-1.918, -0.048, -0.031], [-0.432, -0.267, 0.242], [0.122, -1.378, -0.001], [1.462, -1.256, -0.029], [1.864, -0.030, -0.130], [0.820, 0.820, 0.087], [0.629, 2.050, -0.025], [2.078, -2.152, -0.044], [3.072, 0.269, -0.007]],
  "lowdin_charge": [0.143, -0.084, -0.124, 0.110, -0.127, -0.062, -0.302, 0.111, 0.132, 0.204],
  "smiles": "N#CC1=NC=CC1=O",
  "gap_ev": 8.24,
  "e_homo_ev": -10.54
}



{
  "formula": "C5H2O",
  "method": "the ωB97M-V functional and the def2-TZVPD basis",
  "species": ["O", "C", "C", "C", "C", "C", "H", "H"],
  "coordinates": [[-2.878, 0.202, 0.315], [-1.771, 0.212, -0.149], [-1.064, 0.468, -1.389], [-0.115, 0.149, -0.532], [1.180, -0.100, -0.060], [2.293, -0.315, 0.352], [-0.916, -0.106, 0.725], [3.272, -0.510, 0.738]],
  "lowdin_charge": [0.105, -0.399, 0.088, -0.137, -0.082, 0.184, 0.188, 0.053],
  "gap_ev": 9.10,
  "e_homo_ev": -9.65
}



{
  "formula": "C5H2O2",
  "method": "the ωB97M-V functional and the def2-TZVPD basis",
  "species": ["C", "C", "C", "C", "C", "O", "O", "H", "H"],
  "coordinates": [[-0.642, 0.528, 0.013], [-0.189, -0.815, -0.021], [-1.933, 0.898, 0.028], [-1.917, -2.543, 0.019], [-3.166, 0.598, 0.001], [-4.341, 0.601, -0.017], [-1.039, -1.788, -0.002], [0.143, 1.270, 0.036], [0.854, -1.084, -0.038]],
  "lowdin_charge": [-0.101, -0.160, -0.034, 0.286, -0.287, 0.101, -0.032, 0.105, 0.121],
  "gap_ev": [7.46, 7.46],
  "e_homo_ev": [-8.21, -8.21]
}



{
  "formula": "C5H2O3",
  "method": "the ωB97M-V functional and the def2-TZVPD basis",
  "species": ["C", "C", "C", "C", "C", "H", "H", "O", "O", "O"],
  "coordinates": [[0.822, 0.129, -1.699], [-0.737, -0.174, -0.473], [-1.335, 0.261, 0.750], [0.719, -0.456, 1.082], [0.590, -0.347, -0.311], [-2.405, 0.390, 1.244], [1.624, -0.528, 1.818], [1.788, 0.488, -2.322], [-0.566, 0.189, -1.904], [-0.500, 0.048, 1.815]],
  "lowdin_charge": [-0.347, -0.139, -0.048, 0.054, -0.089, 0.168, 0.153, 0.169, 0.105, -0.026],
  "gap_ev": 9.01,
  "e_homo_ev": -9.36
}



{
  "formula": "C5H2OS",
  "method": "the ωB97M-V functional and the def2-TZVPD basis",
  "species": ["C", "C", "C", "C", "C", "O", "S", "H", "H"],
  "coordinates": [[-0.034, 0.684, -0.446], [-0.501, -0.336, 0.258], [-1.389, 1.116, -1.094], [-1.978, -0.078, 0.051], [-2.891, -1.000, -0.102], [-3.814, -1.652, -0.150], [-2.510, 1.602, 0.346], [0.945, 1.154, -0.723], [-0.008, -1.018, 0.966]],
  "lowdin_charge": [-0.170, -0.123, -0.239, -0.713, -0.124, 0.282, 0.862, 0.115, 0.110],
  "gap_ev": 7.75,
  "e_homo_ev": -8.28
}



Which energy above the lowest of the compared OMol25 structures with the same formula, charge and spin belongs to each record? In order, 1.7867 1.6084 3.5675 2.9986 2.9281 3.2962 eV.
Which E belongs to each record? In order, -9418.9861 -10241.1252 -7256.9407 -9305.3331 -11354.6210 -18093.7108 eV.